ORCA calculation (ωB97M-V/def2-TZVPD) on a molecular structure, C24H54Br4F2IN4NaO14PS3Si2.

Geometry (Å):
I  1.003  2.006  5.288
Br  7.505  -1.617  -1.841
Br  7.730  -4.155  0.132
Br  -2.399  0.370  5.517
Br  9.496  -1.518  0.690
S  -5.156  3.038  3.426
S  -6.981  4.820  3.921
S  0.867  0.192  -1.385
P  -2.335  0.825  3.302
Si  -0.050  -3.430  -5.980
Si  -1.870  -4.410  -8.330
Na  -2.778  -1.894  6.398
F  -7.247  4.753  2.349
F  -3.571  2.984  3.654
O  -1.753  -0.686  2.566
O  6.140  5.154  -0.818
O  5.411  5.227  -2.701
O  -0.464  -4.199  -7.423
O  2.033  1.109  -0.942
O  0.674  -0.999  -0.165
O  -5.565  1.850  4.166
O  -7.978  3.898  4.451
O  -0.156  -5.409  7.764
O  6.934  3.727  -2.264
O  -11.443  4.195  4.948
O  -5.213  2.936  1.972
O  -7.264  6.229  4.194
O  1.195  -0.535  -2.738
N  -1.316  2.647  1.592
N  0.706  3.614  2.412
N  -5.463  4.439  4.067
N  -1.141  2.031  2.821
C  1.277  -3.799  8.828
C  -1.220  3.854  -1.345
C  -2.556  -2.732  -8.841
C  -11.285  2.861  5.394
C  -0.158  4.467  -0.209
C  4.923  1.086  0.897
C  6.126  0.301  1.725
C  -0.757  1.144  -1.662
C  1.971  4.461  2.507
C  8.661  -2.642  -0.661
C  4.528  3.654  1.842
C  -3.168  -5.303  -7.298
C  6.202  4.651  -1.945
C  0.977  -4.571  7.553
C  1.768  -3.604  -5.547
C  -0.432  -1.589  -6.104
C  5.251  2.690  0.686
C  2.162  -5.423  7.129
C  -1.045  -4.161  -4.558
C  0.131  2.590  3.384
C  2.986  3.876  1.325
C  -1.600  -5.413  -9.894
C  -0.534  2.658  -2.268
C  -0.226  3.626  1.220
H  -3.414  -2.855  -9.514
H  2.429  4.370  3.584
H  0.638  2.843  -2.365
H  5.740  0.002  2.792
H  3.865  0.883  1.355
H  -0.071  -1.063  -5.215
H  -10.502  2.371  4.811
H  2.044  -4.655  -5.422
H  1.788  5.602  2.213
H  0.721  -3.870  6.750
H  2.134  -3.132  8.693
H  4.911  0.598  -0.192
H  6.426  -0.685  1.160
H  0.411  -3.200  9.128
H  7.047  1.044  1.741
H  -12.228  2.326  5.256
H  4.615  3.172  2.918
H  -1.026  2.693  -3.355
H  0.921  4.228  -0.661
H  -0.711  -3.747  -3.602
H  -1.508  -1.421  -6.182
H  -2.460  -0.845  1.846
H  0.052  -1.154  -6.985
H  9.468  -3.051  -1.279
H  6.398  2.920  0.597
H  -2.222  3.475  -0.853
H  4.767  2.993  -0.358
H  -2.887  -2.168  -7.967
H  -3.487  -4.685  -6.456
H  -2.763  -6.241  -6.906
H  -11.021  2.859  6.455
H  -2.109  -3.937  -4.673
H  2.578  2.793  1.040
H  -1.418  1.115  -0.692
H  5.070  4.703  1.854
H  0.062  -6.034  8.475
H  1.977  -3.086  -4.603
H  -1.235  -6.417  -9.661
H  1.928  -5.982  6.217
H  1.491  -4.481  9.658
H  2.408  -6.163  7.899
H  -0.282  5.629  -0.074
H  2.909  4.522  0.340
H  -1.360  0.526  -2.485
H  -10.591  4.644  5.084
H  -1.467  4.752  -2.074
H  -0.881  -4.924  -10.558
H  1.166  -0.723  0.673
H  -4.049  -5.533  -7.904
H  -2.545  -5.516  -10.439
H  -0.922  -5.248  -4.526
H  3.046  -4.805  6.943
H  2.401  -3.164  -6.321
H  -1.789  -2.150  -9.359

As for the frontier orbital gap: 0.0474 Ha. The spin multiplicity is 1. The net charge is -1. The calculation puts the LUMO energy at -1.06 eV. As for the energy: -15289.585713 Eh.